P | {"formula": "C5H10O2", "method": "ωB97M-V/def2-TZVPD", "species": ["C", "O", "C", "C", "C", "C", "O", "H", "H", "H", "H", "H", "H", "H", "H", "H", "H"], "positions_angstrom": [[2.1411, 0.3952, -0.8527], [1.3075, 0.6955, 0.2878], [0.3291, -0.4595, 0.6953], [-0.9168, -0.5322, 1.5928], [-1.0399, -0.8368, 0.1232], [-1.5603, 0.3487, -0.6690], [-0.8944, 1.4816, -0.1665], [1.5393, 0.2008, -1.7481], [2.7712, -0.4677, -0.6274], [2.8235, 1.2287, -1.1023], [1.0436, -1.2256, 0.8848], [-0.9150, -1.3714, 2.2986], [-1.4816, 0.3271, 1.9489], [-1.2641, -1.8617, -0.2052], [-1.3781, 0.1699, -1.7435], [-2.6486, 0.5087, -0.5580], [0.1433, 1.3989, -0.1588]], "homo_ha": -0.3493, "homo_lumo_gap_ha": 0.3842, "lumo_ev": 0.948}

Q | {"formula": "C5H10O2", "method": "ωB97M-V/def2-TZVPD", "species": ["O", "C", "C", "C", "C", "O", "C", "H", "H", "H", "H", "H", "H", "H", "H", "H", "H"], "positions_angstrom": [[-0.0393, -1.0928, -1.9187], [-0.6129, -1.0139, -0.6152], [0.4857, -1.3637, 0.4122], [0.9826, -0.0182, 0.9887], [0.3158, 1.0651, 0.1372], [0.1802, 2.2524, 0.8902], [-1.0123, 0.4146, -0.2534], [-0.2068, -0.2705, -2.3908], [-1.4652, -1.7039, -0.5633], [0.0974, -2.0145, 1.2020], [1.2718, -1.9100, -0.1155], [2.0725, 0.0743, 1.0082], [0.6228, 0.1245, 2.0139], [0.9164, 1.2525, -0.7680], [-0.3947, 2.8542, 0.4028], [-1.6634, 0.4209, 0.6307], [-1.5507, 0.9291, -1.0611]], "homo_ha": -0.3681, "homo_lumo_gap_ha": 0.3979, "lumo_ev": 0.812}

The least stable of them is P.

P | {"formula": "CH4N2OS", "method": "ωB97M-V/def2-TZVPD", "species": ["O", "N", "C", "N", "S", "H", "H", "H", "H"], "positions_angstrom": [[2.0184, -0.0512, -0.8416], [0.8787, 0.2016, -0.0179], [-0.1437, -0.3437, -0.6093], [-1.3807, -0.1110, -0.0234], [-1.6973, 1.0811, 1.0897], [2.7787, 0.2533, -0.1051], [-0.1092, -1.0376, -1.4785], [-1.8660, -0.9829, 0.0267], [-0.4788, 0.9903, 1.9594]], "homo_ha": -0.3193, "homo_lumo_gap_ha": 0.3504, "lumo_ev": 0.846}

Q | {"formula": "CH4N2OS", "method": "ωB97M-V/def2-TZVPD", "species": ["C", "N", "O", "S", "N", "H", "H", "H", "H"], "positions_angstrom": [[-0.5134, 0.4964, 2.0026], [-0.4041, -0.1828, 0.9334], [0.7355, -0.6001, 0.3906], [0.6173, -1.3411, -1.1404], [0.2483, -0.0104, -2.0743], [0.1924, 0.7883, 2.7617], [-1.4478, 0.6849, 2.3865], [1.0934, 0.3822, -2.6157], [-0.5217, -0.2174, -2.6445]], "homo_ha": -0.3324, "homo_lumo_gap_ha": 0.3588, "lumo_ev": 0.720}

The least stable of them is Q.

P | {"formula": "CH4N2OS", "method": "ωB97M-V/def2-TZVPD", "species": ["C", "N", "N", "O", "S", "H", "H", "H", "H"], "positions_angstrom": [[0.6660, 0.3668, 0.1474], [-1.8728, -0.3516, -0.0144], [-0.6252, -0.2817, -0.6572], [3.3070, 0.3873, 0.1616], [2.1482, -0.2868, -0.3671], [0.6207, 1.3079, 0.7816], [-2.2253, 0.6073, 0.0836], [-1.8312, -0.7197, 0.9738], [-0.1874, -1.0295, -1.1095]], "homo_ha": -0.3215, "homo_lumo_gap_ha": 0.3134, "lumo_ev": -0.222}

Q | {"formula": "CH4N2OS", "method": "ωB97M-V/def2-TZVPD", "species": ["C", "N", "N", "O", "S", "H", "H", "H", "H"], "positions_angstrom": [[-0.0385, -0.0986, 0.0430], [-0.9244, 0.7962, -1.1967], [1.2733, -0.0020, 0.1127], [-0.1357, -1.1134, 2.2990], [-1.0205, -0.7589, 1.1946], [-1.8600, 0.6999, -0.9640], [-0.8991, 0.4011, -2.1432], [1.9956, 0.7888, -0.1810], [1.6094, -0.7131, 0.8355]], "homo_ha": -0.2994, "homo_lumo_gap_ha": 0.3223, "lumo_ev": 0.623}

The least stable of them is P.

P | {"formula": "CH4N2OS", "method": "ωB97M-V/def2-TZVPD", "species": ["O", "N", "C", "N", "S", "H", "H", "H", "H"], "positions_angstrom": [[1.0443, -1.2337, 0.1488], [1.4134, 0.0100, -0.4411], [0.5355, 0.8882, -0.1552], [-0.7093, 0.6516, 0.3488], [-1.8079, -0.4790, -0.3223], [1.7448, -1.8192, -0.1807], [0.6899, 1.8896, -0.6449], [-1.2039, 1.4978, 0.5847], [-1.7068, -1.4054, 0.6619]], "homo_ha": -0.3317, "homo_lumo_gap_ha": 0.3588, "lumo_ev": 0.736}

Q | {"formula": "CH4N2OS", "method": "ωB97M-V/def2-TZVPD", "species": ["C", "N", "N", "O", "S", "H", "H", "H", "H"], "positions_angstrom": [[0.0798, 0.1460, 0.0072], [-0.9065, 1.1557, -0.0631], [-0.3687, -1.1609, -0.0656], [2.6340, -0.6353, -0.0410], [1.6795, 0.4820, -0.0163], [-1.6773, 1.2838, 0.5607], [-0.4573, 2.0152, -0.0302], [-1.2494, -1.4311, -0.5541], [0.2658, -1.8553, 0.2024]], "homo_ha": -0.2937, "homo_lumo_gap_ha": 0.3203, "lumo_ev": 0.724}

R | {"formula": "CH4N2OS", "method": "ωB97M-V/def2-TZVPD", "species": ["C", "N", "N", "O", "S", "H", "H", "H", "H"], "positions_angstrom": [[-1.4977, 0.9199, 0.1628], [2.2013, 0.1271, 0.3113], [-2.0792, -0.1043, -0.0114], [0.1295, -0.9614, -1.0589], [0.7531, 0.4657, -0.6884], [1.7270, -0.0204, 1.1983], [2.6653, 1.0050, 0.4627], [-0.8539, -1.0068, -0.5264], [-3.0455, -0.4247, 0.1500]], "homo_ha": -0.3007, "homo_lumo_gap_ha": 0.3232, "lumo_ev": 0.610}

The least stable of them is R.

P | {"formula": "CH4N2OS", "method": "ωB97M-V/def2-TZVPD", "species": ["N", "C", "S", "N", "O", "H", "H", "H", "H"], "positions_angstrom": [[-0.6846, -1.5138, -0.7199], [-0.6547, -1.0006, 0.4358], [-0.5550, 0.8548, 0.3554], [1.0849, 0.9884, 0.9955], [-0.3750, 1.1989, -1.1058], [-0.7341, -0.8975, -1.6232], [-0.5970, -2.4951, -0.9485], [0.9796, 1.0659, 2.0113], [1.5359, 1.7989, 0.5993]], "homo_ha": -0.3148, "homo_lumo_gap_ha": 0.3325, "lumo_ev": 0.482}

Q | {"formula": "CH4N2OS", "method": "ωB97M-V/def2-TZVPD", "species": ["C", "H", "H", "H", "H", "N", "N", "O", "S"], "positions_angstrom": [[-0.7469, -0.2900, -0.6874], [-0.7352, -1.4329, 1.1330], [-1.7042, -2.0618, -0.0528], [1.2501, 0.6724, -1.2406], [1.0232, 1.9341, 1.6091], [-1.1432, -1.2394, 0.2402], [0.0430, 0.7829, -0.2092], [-1.0403, -0.3879, -1.8893], [1.2919, 0.5579, 1.0984]], "homo_ha": -0.3508, "homo_lumo_gap_ha": 0.3245, "lumo_ev": -0.714}

The least stable of them is Q.